Entry 1:
ORCA calculation (wB97M-V/def2-TZVPD) on 6 unconnected molecules or ions with the total composition C32H40F15N2O13P.

Summary:
* max |F|: 3.35 eV/A
* E_HOMO: -0.319 hartree
* structure (SMILES): COCCCc1ccc([PH2]=N)c2c1C(=O)NC2=O.CCOC(=O)C(F)(F)F.CCOC(=O)C(F)(F)F.CCOC(=O)C(F)(F)F.CCOC(=O)C(F)(F)F.CCOC(=O)C(F)(F)F
* lowest unoccupied orbital energy: -0.0357 hartree
* E_tot: -113480.577 eV

The geometry in ORCA input format:
```
! RIJCOSX wB97M-V def2-TZVPD def2/J DEFGRID3
* xyz 0 1
C 0.340 7.253 -3.951
N -1.512 -3.054 -0.513
C 0.172 1.126 -1.329
F -0.480 5.805 -0.064
F 2.051 9.228 -4.121
H 5.972 8.794 -6.463
F 1.320 9.132 -6.157
O 4.365 -7.366 3.419
F 6.907 -5.089 2.583
H 3.208 -1.792 0.543
O -2.836 -3.589 1.321
F -9.118 -1.041 -0.338
P -4.186 -0.837 2.846
O 0.794 4.852 -2.873
C 3.176 -1.159 1.473
H -6.895 -4.086 -2.600
H 7.333 10.643 -5.538
C -6.169 -3.613 -1.937
C -2.603 1.164 1.501
H 0.395 0.306 -2.051
C 6.315 10.481 -5.183
H -5.157 -2.478 -3.475
H -0.168 2.042 -1.857
H 1.025 0.676 1.571
H -0.916 -3.884 -0.417
H -4.218 -2.698 -2.008
H -3.104 1.909 2.163
F -0.829 3.841 -0.892
F 0.599 -6.689 7.977
H 4.314 -9.227 2.469
N -4.258 0.155 4.092
C 1.650 0.363 0.699
C -2.234 -1.208 0.757
H 2.319 -1.489 2.116
C -2.099 -4.479 4.031
C -0.291 -6.240 5.819
H 1.370 -0.645 0.302
C -7.540 -1.697 -1.996
H -4.431 -4.056 -3.132
C 1.933 9.932 -5.267
H -0.019 -4.080 4.502
C 4.072 -8.773 3.431
H 2.994 -8.864 3.567
F 5.341 -4.959 4.050
C -1.617 1.627 0.545
O -0.402 6.751 -2.822
C -8.129 -0.584 -1.128
H -3.818 -2.117 3.346
H -1.297 6.915 -5.314
H 5.430 10.312 -7.157
H -5.911 -4.342 -1.169
C -4.920 -3.191 -2.683
C 5.497 9.746 -6.226
H 4.504 -10.513 4.628
F -8.647 0.412 -1.854
C -0.986 -4.144 5.004
F -1.478 -7.187 7.663
C -0.228 6.701 -5.244
O 0.209 -2.021 -1.790
H -2.183 -3.710 3.264
H 1.319 2.409 0.028
C -0.926 0.642 -0.315
H -4.053 -0.372 4.944
C -0.674 -1.988 -0.987
C -0.279 -7.134 7.060
C -0.896 5.160 -1.167
H 1.401 7.028 -3.848
C 5.659 -5.487 2.855
O -0.939 -5.100 6.078
F -2.195 5.455 -1.316
C -1.240 -0.764 -0.224
H -1.333 2.703 0.403
F 4.856 -4.901 1.947
H -0.116 5.616 -5.291
H 0.275 7.136 -6.104
O -6.759 -2.492 -1.255
C 5.512 -7.009 2.833
C 1.488 1.409 -0.461
H 5.874 -9.406 4.445
O -7.771 -1.856 -3.159
C -0.063 5.536 -2.392
H -1.176 -3.173 5.461
F 1.089 10.937 -5.013
O 6.291 -7.768 2.333
H 0.238 8.330 -3.932
H 2.377 1.464 -1.131
C 4.791 -9.463 4.572
C -2.309 -2.752 0.644
F 0.065 -8.396 6.772
O 4.186 9.436 -5.722
H 5.872 11.450 -4.947
C -2.925 -0.270 1.605
H 6.350 9.910 -4.253
H -3.054 -4.563 4.555
O 3.028 0.240 1.151
H -5.444 -0.838 2.165
O 3.495 11.512 -6.231
H 4.555 -8.979 5.521
O 0.234 -6.506 4.776
F -7.208 -0.035 -0.317
C 3.284 10.420 -5.791
H 4.116 -1.365 2.039
H -1.919 -5.437 3.541
*
```

Mulliken population analysis, charges in e, atoms 1 to 5: 0.081 -0.139 -0.809 -0.285 -0.301

Entry 2:
ORCA calculation (wB97M-V/def2-TZVPD) on 8 unconnected molecules or ions with the total composition C32H40F24O16.

Summary:
* max |F|: 3.05 eV/A
* E_HOMO: -0.398 hartree
* structure (SMILES): CCOC(=O)C(F)(F)F.CCOC(=O)C(F)(F)F.CCOC(=O)C(F)(F)F.CCOC(=O)C(F)(F)F.CCOC(=O)C(F)(F)F.CCOC(=O)C(F)(F)F.CCOC(=O)C(F)(F)F.CCOC(=O)C(F)(F)F
* lowest unoccupied orbital energy: 0.0009 hartree
* relative energy (zero: lowest compared OMol25 entry of this formula, charge and spin): 36.2 kcal/mol
* E_tot: -131813.849 eV

The geometry in ORCA input format:
```
! RIJCOSX wB97M-V def2-TZVPD def2/J DEFGRID3
* xyz 0 1
F 9.850 2.836 20.673
F 5.098 3.335 19.825
F 8.704 7.004 14.772
O -3.379 0.391 20.345
C 9.744 6.878 16.846
H -3.137 3.487 16.614
H 11.205 7.026 19.206
C 2.707 -2.740 15.749
C -2.486 2.750 17.085
F 9.390 -1.306 17.198
H 1.106 2.861 9.146
C 2.524 1.584 16.510
F 6.629 -1.861 15.308
C 3.401 2.422 22.957
H -0.215 2.435 10.177
C 1.729 1.925 10.969
H 5.477 -1.347 21.331
C 1.527 1.073 17.532
F -1.931 -2.089 20.010
H 2.390 -3.764 15.956
H 0.875 -2.133 14.646
C 2.493 3.333 12.690
F 7.120 -3.878 14.781
O 7.612 5.431 20.522
C -3.261 1.754 17.897
H 5.482 6.505 21.709
F -0.469 -0.913 18.917
H 0.601 1.131 9.325
F 3.778 4.641 18.782
H 1.936 1.829 15.629
O 10.676 6.216 16.497
F 3.457 1.203 23.492
C 8.949 3.491 19.971
H 7.889 7.406 20.052
F 5.816 4.256 18.053
C 6.323 -2.848 14.498
F 4.573 2.827 22.506
C -1.411 -0.878 19.880
H 0.229 2.144 20.628
F 7.619 7.867 16.402
H -0.077 3.870 19.110
C 10.957 7.892 18.596
C 5.562 -1.323 19.173
F 6.529 -2.539 13.228
C 4.283 2.530 17.787
F 2.127 4.105 14.847
H 2.321 -1.129 14.323
C 4.817 -3.300 14.640
C 10.756 9.055 19.573
O 4.851 1.485 17.871
F 10.131 -2.199 18.963
C 0.655 4.041 19.899
C 0.756 2.086 9.826
H -3.708 2.285 18.741
H 2.041 0.621 18.379
H 1.534 1.110 11.670
C 2.271 4.567 13.612
H 11.743 9.344 19.927
C 5.108 -0.744 20.503
H 0.571 5.096 20.162
H -0.726 3.373 21.438
H 10.120 8.718 20.392
H 5.630 8.053 20.990
C 7.454 6.787 20.848
H 2.041 -2.704 13.648
O 1.596 3.163 11.726
C 1.969 -2.128 14.575
H 10.278 9.889 19.060
H 7.952 7.154 21.747
H 11.824 8.242 18.036
F -0.825 -0.529 21.021
C 9.207 -1.355 18.523
H 4.974 -0.930 18.344
O 4.408 -4.306 14.173
F 9.385 -0.172 19.086
H 5.349 -2.392 19.199
H 3.206 0.781 16.224
H -4.035 1.186 17.382
O 1.307 3.097 22.062
H 5.451 0.285 20.608
C 5.945 7.018 20.857
C 0.273 3.134 21.090
H 5.410 6.539 20.038
F 9.368 3.593 18.690
O 7.658 -3.088 18.960
F 1.172 5.246 13.250
H 1.638 3.815 19.498
C 2.375 2.358 21.824
C -2.510 0.172 19.543
O 6.916 -0.959 18.921
F 3.306 5.389 13.459
O 4.087 -2.464 15.408
H 0.884 1.898 17.848
C 7.811 -1.913 18.792
C 4.739 3.736 18.609
H 2.530 -2.249 16.706
O -2.325 0.802 18.421
O 9.822 5.591 20.847
O 3.426 2.610 12.887
O 3.226 2.720 16.987
O 2.586 1.723 20.834
H 0.785 0.387 17.122
H 2.803 1.882 10.775
H -1.811 3.312 17.728
H -1.879 2.258 16.324
H 4.018 -0.707 20.485
F 3.037 3.262 23.934
F 7.839 5.703 16.322
C 8.436 6.872 16.075
O 9.728 7.697 17.887
C 8.865 4.966 20.512
F 7.749 2.933 19.934
*
```

Mulliken population analysis, charges in e, atoms 1 to 5: -0.248 -0.089 -0.259 -0.556 0.319

Entry 3:
ORCA calculation (wB97M-V/def2-TZVPD) on a molecular structure, C32H40N6OPtS.

Summary:
* max |F|: 0.61 eV/A
* E_HOMO (alpha / beta): -0.182 / -0.275 hartree
* lowest unoccupied orbital energy (alpha / beta): -0.0023 / -0.0442 hartree
* relative energy (zero: lowest compared OMol25 entry of this formula, charge and spin): 0.0 kcal/mol
* E_tot: -58903.291 eV

The geometry in ORCA input format:
```
! RIJCOSX wB97M-V def2-TZVPD def2/J DEFGRID3
* xyz 0 3
H -7.782 -0.121 0.777
C -0.764 3.265 -0.517
S 0.161 0.434 2.805
C -3.959 1.031 -1.262
H -0.312 5.013 3.283
H 0.547 3.050 2.481
H -1.347 5.314 -0.737
N -2.216 1.581 3.058
H 4.341 3.137 -0.584
C 1.477 -2.318 -0.634
C -1.982 -2.115 -2.119
C -3.280 2.415 2.492
N -1.840 0.327 -0.366
H -4.519 1.540 -2.037
C 0.789 5.094 -0.787
H 0.279 -1.172 -3.515
H 2.519 -1.373 -2.242
H 3.925 -4.946 2.196
C 2.648 1.873 -0.247
H 1.139 -2.728 -3.408
H -0.924 -4.225 -0.712
C -2.607 0.966 -1.324
H 0.981 6.152 -0.918
C 1.586 2.840 -0.521
C 3.899 -3.531 -0.029
H 2.856 4.570 -0.743
H -2.960 2.877 1.559
O -6.766 1.182 -0.991
H 2.453 -4.231 2.866
H -1.708 4.626 2.278
H -2.439 0.606 3.155
C -0.892 1.767 2.895
C 4.004 2.174 -0.226
H -3.621 3.186 3.183
H -1.680 4.159 3.993
Pt 0.171 0.338 -0.243
C 0.276 2.340 -0.449
C -0.467 -4.005 -1.680
H -0.474 -2.657 -4.126
C 4.418 0.078 0.810
H -2.515 -2.223 -1.177
C -0.514 -2.497 -1.981
H -2.062 1.412 -2.143
N -6.786 -0.061 0.907
H -1.915 -0.848 1.355
H -2.106 -1.098 -2.480
C 0.163 -2.245 -3.342
N 2.205 0.650 0.107
N -0.410 3.010 2.782
C -6.122 0.546 -0.156
C -4.678 0.427 -0.188
H 4.843 -4.019 0.198
H -1.039 -4.520 -2.453
H 4.809 -2.514 -3.029
H 5.967 1.475 0.292
C -3.878 -0.282 0.763
H -4.318 -0.810 1.603
H 5.866 -3.008 -1.700
H -4.121 1.768 2.255
C -0.515 4.621 -0.687
H -1.792 2.944 -0.432
H -6.366 -0.858 1.351
C 1.591 -3.145 0.481
N 0.210 -1.727 -0.918
H 0.548 -4.404 -1.689
C 2.889 -4.689 1.976
C -1.078 4.266 3.091
H 2.658 -1.100 1.090
C 2.796 -3.764 0.789
C 3.815 -2.676 -1.124
H 2.344 -5.615 1.785
H 5.065 -0.644 1.288
C 1.838 4.199 -0.693
C -2.525 -0.309 0.644
C 5.024 -2.370 -1.968
H 5.329 -1.328 -1.835
H 0.722 -3.289 1.117
C 3.068 -0.185 0.695
C 4.906 1.259 0.281
H -2.440 -2.785 -2.849
C 2.596 -2.078 -1.421
*
```

Mulliken population analysis, charges in e, atoms 1 to 5: 0.269 0.522 -0.379 -1.070 0.357